Record 1
{"formula": "C2H3F3O2", "method": "wB97M-V/def2-TZVPD", "spin_multiplicity": 1, "gap_ev": 11.861, "energy_ev": -14368.41966, "relative_energy_kcal_mol": 35.3, "largest_force_ev_per_a": 4.47, "total_charge": 0, "e_homo_ev": -11.8, "species": ["C", "C", "O", "O", "F", "F", "F", "H", "H", "H"], "coordinates": [[0.90100, 0.22171, -0.53989], [-0.44955, 0.27174, 0.18571], [-1.36273, -0.36812, -0.64931], [-0.63648, -0.28878, 1.39638], [1.70131, -1.19511, 0.19591], [1.78810, 1.07449, -0.19903], [-0.75760, 1.63551, 0.29062], [1.00564, 0.07839, -1.66155], [-2.25562, -0.48614, -0.37679], [0.06593, -0.94370, 1.35796]], "lowdin_charge": [-0.04, -0.60, 0.09, 0.13, -0.21, 0.16, 0.08, 0.19, 0.11, 0.10]}


Record 2
{"formula": "C4H9NOP", "method": "wB97M-V/def2-TZVPD", "spin_multiplicity": 1, "gap_ev": 9.338, "energy_ev": -17109.75413, "relative_energy_kcal_mol": 79.2, "largest_force_ev_per_a": 4.31, "total_charge": 1, "e_homo_ev": -13.7, "species": ["C", "C", "C", "C", "N", "O", "P", "H", "H", "H", "H", "H", "H", "H", "H", "H"], "coordinates": [[1.29228, 1.88642, -0.13153], [0.07943, 1.30149, -0.13529], [-1.30877, 1.44266, -0.24268], [-0.40304, -1.73570, 0.00207], [0.51140, -0.66016, 0.13576], [2.36513, 1.04685, 0.02755], [2.08878, -0.51270, -0.06142], [1.69790, 2.85944, 0.03496], [-1.64336, 0.53214, -0.86845], [-1.76463, 1.58113, 0.71426], [-1.57451, 2.37015, -0.69319], [-0.18285, -2.49468, -0.76437], [-1.30927, -1.27735, -0.02930], [-0.34272, -2.35519, 0.96414], [2.69783, -0.79226, 1.15783], [2.53591, -1.07097, -1.18187]], "lowdin_charge": [-0.08, -0.02, -0.05, -0.13, -0.25, -0.23, 0.92, 0.15, 0.14, 0.10, 0.10, 0.10, 0.03, 0.12, 0.07, 0.03]}


Record 3
{"formula": "C47H50F4N3O", "method": "wB97M-V/def2-TZVPD", "spin_multiplicity": 1, "gap_ev": 3.333, "energy_ev": -66927.33880, "largest_force_ev_per_a": 3.60, "total_charge": 1, "e_homo_ev": -9.1, "species": ["C", "O", "C", "C", "C", "C", "C", "N", "C", "C", "C", "C", "C", "C", "C", "C", "C", "C", "C", "C", "N", "N", "C", "C", "C", "C", "C", "C", "C", "C", "C", "C", "C", "C", "C", "C", "C", "C", "H", "H", "H", "H", "H", "H", "H", "H", "H", "H", "H", "H", "H", "H", "H", "H", "H", "H", "H", "H", "H", "H", "H", "H", "H", "H", "H", "H", "H", "H", "H", "H", "H", "H", "H", "H", "H", "H", "H", "H", "H", "H", "H", "F", "C", "C", "C", "F", "C", "C", "C", "C", "C", "C", "F", "C", "C", "F", "C", "C", "H", "H", "H", "H", "H", "H", "H"], "coordinates": [[-4.90649, -4.01349, -1.85354], [-4.77030, -2.62601, -2.25207], [-3.71081, -1.91624, -1.77785], [-2.57595, -2.51382, -1.18917], [-1.55181, -1.72330, -0.69781], [-1.51020, -0.33033, -0.94723], [-0.38531, 0.48278, -0.53689], [-0.01127, 1.59302, -1.28576], [-0.27860, 1.85306, -2.66252], [-0.56700, 3.16472, -3.05317], [-0.27194, 4.37770, -2.18292], [-1.52838, 4.89283, -1.49464], [0.41648, 5.47816, -2.98833], [-1.20627, 3.34126, -4.28343], [-1.42911, 2.26062, -5.12972], [-0.92972, 0.99757, -4.81055], [-0.26985, 0.79194, -3.60019], [0.52598, -0.50546, -3.39488], [1.92047, -0.37259, -4.01022], [-0.23359, -1.72754, -3.90594], [0.96380, 2.28555, -0.65068], [1.26704, 1.57756, 0.46199], [2.38226, 2.05370, 1.25219], [2.29955, 3.34447, 1.81026], [1.01955, 4.16985, 1.68477], [1.26156, 5.67869, 1.64852], [-0.01282, 3.79684, 2.73713], [3.40967, 3.87891, 2.46256], [4.60955, 3.17446, 2.53045], [4.70748, 1.92928, 1.92323], [3.62140, 1.38368, 1.23357], [3.87798, 0.17346, 0.32771], [4.40362, -1.03787, 1.09212], [4.81478, 0.54848, -0.82464], [0.45046, 0.43380, 0.57878], [0.49755, -0.47200, 1.63117], [-2.63882, 0.24311, -1.60859], [-3.75764, -0.50432, -1.89804], [-5.90366, -4.29511, -2.19166], [-4.15518, -4.64084, -2.34493], [-4.83683, -4.12736, -0.76624], [-2.51867, -3.59740, -1.09678], [-0.74281, -2.18657, -0.13992], [0.44377, 4.05799, -1.41942], [-2.00547, 4.09660, -0.90974], [-1.28480, 5.72176, -0.81727], [-2.24846, 5.24459, -2.24721], [1.31536, 5.07651, -3.46706], [-0.25449, 5.86577, -3.76435], [0.71416, 6.30173, -2.33078], [-1.53558, 4.34610, -4.56316], [-1.97013, 2.40268, -6.06958], [-1.03741, 0.16473, -5.50870], [0.66720, -0.64644, -2.31720], [2.42848, 0.50938, -3.59867], [2.53011, -1.25629, -3.78716], [1.84940, -0.25327, -5.10026], [-1.28448, -1.68762, -3.59659], [-0.18994, -1.79399, -5.00025], [0.19934, -2.64289, -3.48471], [0.60277, 3.91254, 0.70432], [2.03925, 5.92958, 0.91680], [0.33427, 6.18354, 1.34916], [1.55911, 6.05945, 2.63413], [-0.21811, 2.71960, 2.71305], [0.35051, 4.06606, 3.73861], [-0.94739, 4.33771, 2.54360], [3.34196, 4.87490, 2.90670], [5.47276, 3.61324, 3.03409], [5.65739, 1.38784, 1.92137], [2.90941, -0.10304, -0.09731], [3.67267, -1.35586, 1.84387], [4.57201, -1.87187, 0.39993], [5.34992, -0.80745, 1.59485], [4.41180, 1.40033, -1.38628], [5.80478, 0.83045, -0.44353], [4.93255, -0.29664, -1.51398], [1.18971, -0.25345, 2.42946], [-0.16208, -1.30819, 1.56714], [-2.62191, 1.30652, -1.86228], [-4.67715, -0.03299, -2.24570], [1.92126, -6.33351, 1.50558], [0.71453, -5.69691, 1.31309], [-0.28997, -6.40066, 0.65437], [-1.53333, -5.78337, 0.58541], [-2.55084, -6.43405, -0.08603], [-1.80120, -4.56066, 1.17602], [-0.77390, -3.86497, 1.86790], [-1.16413, -2.74399, 2.71339], [-1.51287, -3.03540, 4.07026], [-2.55174, -2.28068, 4.69161], [-3.28185, -2.86186, 5.71359], [-4.44781, -2.25315, 6.11943], [-2.92459, -4.07053, 6.31109], [-1.75992, -4.68159, 5.83832], [-1.35178, -5.84808, 6.45345], [-1.03730, -4.19475, 4.75851], [0.52146, -4.43873, 1.87676], [-0.11603, -7.37773, 0.21181], [-2.81925, -4.17223, 1.20225], [-1.73405, -1.91625, 2.28604], [-2.84308, -1.33173, 4.25222], [-3.48110, -4.47283, 7.15302], [-0.17488, -4.74819, 4.39032], [1.33497, -3.91305, 2.37955]], "lowdin_charge": [-0.04, -0.07, -0.25, -0.02, -0.03, -0.15, -0.09, 0.06, -0.11, -0.12, -0.39, -0.05, -0.05, -0.02, -0.04, -0.02, -0.13, -0.37, -0.04, -0.06, 0.19, 0.03, -0.08, -0.11, -0.39, -0.07, -0.05, -0.02, -0.04, -0.03, -0.12, -0.38, -0.06, -0.05, -0.20, 0.10, 0.00, 0.03, 0.10, 0.10, 0.09, 0.09, 0.10, 0.09, 0.08, 0.08, 0.09, 0.09, 0.08, 0.08, 0.12, 0.12, 0.12, 0.11, 0.08, 0.09, 0.09, 0.07, 0.08, 0.09, 0.09, 0.09, 0.08, 0.08, 0.07, 0.09, 0.09, 0.12, 0.12, 0.12, 0.11, 0.07, 0.09, 0.08, 0.08, 0.08, 0.08, 0.07, -0.02, 0.12, 0.13, 0.06, -0.22, 0.09, -0.22, 0.05, 0.03, -0.23, 0.05, -0.18, 0.07, -0.22, 0.06, 0.11, -0.21, 0.06, 0.08, 0.04, 0.14, 0.14, 0.11, 0.14, 0.15, 0.13, 0.14]}


no.,E_LUMO (Eh)
1,0.0028
2,-0.1601
3,-0.2110